(1)
Density functional theory data (the ωB97M-V functional and the def2-TZVPD basis) for a 2-piece molecular cluster, C3H6NO2 overall in a non-equilibrium geometry.

XYZ file:
```
12
Properties=species:S:1:pos:R:3:forces:R:3
O 0.696 -0.472 -2.525 -0.4 -0.4 0.0
O -1.227 -1.488 -1.906 -0.6 -0.3 0.2
N 0.627 0.425 2.352 0.5 1.1 1.0
C -0.632 1.099 2.663 0.7 -1.2 -0.7
C 1.143 0.610 1.152 -0.1 -0.1 -0.7
C -0.463 -0.521 -2.019 1.5 0.8 -0.9
H -0.645 2.117 2.236 -0.2 0.1 -0.3
H -1.451 0.473 2.277 -0.5 0.6 0.2
H 2.233 0.596 1.002 -0.1 -0.4 0.3
H -0.771 0.513 -1.698 -0.6 -0.3 0.3
H -0.722 1.244 3.744 -0.2 -0.3 0.3
H 0.613 0.467 0.196 -0.2 0.5 0.4
```
Forces are in eV/Å.

Computed properties:
Net charge: -2
Spin multiplicity: 2
<S²>: 0.75

***

(2)
Density functional theory data (the ωB97M-V functional and the def2-TZVPD basis) for an isolated ion of composition C3H6NO2 and charge +1 in a non-equilibrium geometry.

XYZ file:
```
12
Properties=species:S:1:pos:R:3:forces:R:3
O 1.424 0.863 0.390 1.2 1.1 0.8
O -1.449 1.682 -1.706 1.7 -0.5 0.2
N 0.215 -1.188 1.236 -0.2 0.3 -2.1
C 0.407 0.713 -0.186 -2.0 -0.4 -3.7
C -0.334 -0.593 -0.043 -2.8 3.2 3.1
C -0.272 1.652 -1.490 -1.5 -1.4 3.4
H 0.066 -2.157 1.045 0.6 -1.2 1.2
H 1.159 -0.816 1.276 1.4 -0.6 -0.6
H 0.523 2.209 -1.847 1.4 1.5 -1.6
H -0.226 -1.246 -0.837 0.4 -1.4 -1.6
H -0.074 -0.839 2.119 -1.7 0.1 1.0
H -1.439 -0.280 0.044 1.5 -0.9 0.0
```
Forces are in eV/Å.

Computed properties:
SMILES: [NH3+]CC(=O)C=O
Net charge: +1

***

(3)
Density functional theory data (the ωB97M-V functional and the def2-TZVPD basis) for an isolated ion of composition C3H6NO2S and charge +1 in a non-equilibrium geometry.

XYZ file:
```
13
Properties=species:S:1:pos:R:3:forces:R:3
S 0.607 -1.982 0.083 -0.6 -0.8 0.3
O 3.639 0.679 -0.023 -4.4 2.2 1.3
O 2.658 -0.409 -0.084 1.2 -2.4 -0.2
N 0.540 0.545 -0.101 1.3 2.4 0.2
C -0.823 0.281 0.230 -1.5 -0.5 -0.2
C 1.342 -0.460 0.032 2.2 1.8 -1.0
C -0.998 -1.172 -0.245 -2.2 0.3 -2.3
H -1.393 -1.281 -1.365 1.5 0.3 2.1
H -1.857 -1.545 0.310 0.5 -0.7 0.3
H -1.014 0.233 1.333 0.4 0.7 -0.8
H 0.930 1.471 -0.343 -0.4 -0.6 0.5
H -1.488 1.008 -0.307 0.5 -0.8 0.7
H 4.421 0.281 -0.336 1.5 -1.9 -0.9
```
Forces are in eV/Å.

Computed properties:
Net charge: +1

***

(4)
Density functional theory data (the ωB97M-V functional and the def2-TZVPD basis) for an isolated ion of composition C3H6NO3S and charge -1 in a non-equilibrium geometry.

XYZ file:
```
14
Properties=species:S:1:pos:R:3:forces:R:3
S -1.386 -0.999 -1.511 -0.4 -1.1 -0.2
O 0.281 1.590 0.786 -1.7 2.3 -0.4
O -1.559 2.703 -0.621 0.7 1.8 1.6
O -2.466 1.443 -2.166 -2.3 -0.7 -2.8
N -1.164 0.320 -0.519 -2.2 2.0 -1.8
C 0.142 0.473 -0.004 1.3 -1.3 1.6
C -1.866 1.669 -1.183 2.4 -2.1 1.5
C 0.440 -0.791 0.851 4.4 1.8 -5.0
H 0.630 -1.551 0.080 -0.1 -0.3 0.8
H 1.340 -0.545 1.366 0.9 -0.1 0.6
H -0.277 -0.997 1.472 -4.3 -1.2 3.4
H 0.933 0.563 -0.749 0.1 -0.4 -0.9
H -1.040 -0.618 -2.771 0.1 0.3 0.3
H -0.358 2.277 0.273 1.1 -1.0 1.3
```
Forces are in eV/Å.

Computed properties:
SMILES: C[C@H](O)N(S)C(=O)[O-]
Net charge: -1

***

(5)
Density functional theory data (the ωB97M-V functional and the def2-TZVPD basis) for C3H6NO3S as an isolated structure in a non-equilibrium geometry.

XYZ file:
```
14
Properties=species:S:1:pos:R:3:forces:R:3
S 1.672 -0.105 0.213 -0.3 -0.5 -0.1
O 2.158 1.114 0.872 -0.1 -0.6 -0.2
O 1.957 -0.125 -1.261 -0.9 0.0 2.1
O 1.957 -1.368 0.917 -0.2 1.1 -0.7
N -1.281 -2.059 0.363 0.2 -1.1 -0.8
C -0.563 0.225 0.514 3.4 -0.7 -1.9
C -0.881 -0.998 -0.274 -2.0 -1.5 0.2
C -0.522 1.570 -0.237 -1.0 0.4 2.0
H -0.741 1.284 -1.268 -0.4 0.9 0.0
H -1.225 2.310 0.332 0.7 -1.1 -1.7
H -1.424 -2.999 -0.179 0.5 2.7 0.6
H -0.897 -1.030 -1.420 0.6 0.6 1.5
H 0.484 2.039 -0.181 -0.7 -0.3 -0.1
H -0.697 0.145 1.610 0.1 0.1 -0.9
```
Forces are in eV/Å.

Computed properties:
Net charge: -1

***

(6)
Density functional theory data (the ωB97M-V functional and the def2-TZVPD basis) for an isolated ion of composition C3H6NO5P and charge -2 in a non-equilibrium geometry.

XYZ file:
```
16
Properties=species:S:1:pos:R:3:forces:R:3
P 3.176 0.678 0.060 -1.1 0.6 -2.0
O 2.640 1.849 -0.734 0.0 0.2 -0.2
O 3.021 0.809 1.512 0.3 -0.1 2.3
O 4.252 -0.097 -0.578 1.5 -1.0 -0.3
O 2.063 -2.684 -0.850 0.7 -1.0 -0.3
O 1.347 -2.294 1.188 0.8 -0.3 -1.0
N 1.665 -1.910 0.010 -1.7 -0.5 1.9
C 0.423 0.175 0.465 1.7 2.5 -3.4
C 1.443 -0.606 -0.310 0.4 0.9 -2.1
C -0.974 0.137 -0.128 0.4 -1.9 -1.7
H -1.161 0.266 -1.240 1.2 -0.2 0.9
H 1.017 1.152 0.436 -2.2 -0.4 0.1
H -1.433 -0.821 0.094 0.1 -0.7 -0.1
H -1.702 0.753 0.237 -1.6 2.4 1.7
H 1.404 -0.565 -1.424 0.1 0.3 0.9
H 0.582 -0.170 1.405 -0.6 -0.9 3.2
```
Forces are in eV/Å.

Computed properties:
SMILES: CC[C@H]([N+](=O)[O-])P(=O)([O-])[O-]
Net charge: -2

***

(7)
Density functional theory data (the ωB97M-V functional and the def2-TZVPD basis) for C3H6NOP as an isolated structure in a non-equilibrium geometry.

XYZ file:
```
12
Properties=species:S:1:pos:R:3:forces:R:3
P -1.634 -1.881 0.173 -1.5 -1.6 0.1
O 0.072 -1.678 -1.441 0.4 0.0 -1.1
N -1.045 -0.651 0.894 2.8 3.2 -0.9
C 0.640 1.511 0.432 0.0 1.8 0.1
C 0.696 -0.717 -1.055 -0.8 0.1 0.9
C 0.017 0.348 -0.278 -2.5 -1.4 1.8
H 1.482 1.104 0.880 1.7 -0.6 1.6
H 1.172 2.318 -0.237 -1.7 -1.3 0.8
H -0.028 1.997 1.270 1.2 -1.0 -2.0
H 1.740 -0.715 -1.195 1.8 0.3 -0.2
H -0.813 0.664 -0.827 -1.3 0.5 -1.2
H -2.298 -2.301 1.385 -0.1 0.0 0.1
```
Forces are in eV/Å.

***

(8)
Density functional theory data (the ωB97M-V functional and the def2-TZVPD basis) for a single C3H6NOP molecule in a non-equilibrium geometry.

XYZ file:
```
12
Properties=species:S:1:pos:R:3:forces:R:3
P -2.542 0.699 -1.470 0.5 0.4 0.7
O -1.165 -2.372 -0.275 2.6 1.2 1.7
N -0.240 -2.192 0.526 -1.7 -1.3 -0.6
C 0.049 0.031 -0.673 0.9 0.0 3.0
C -1.218 0.711 -0.122 0.2 -0.4 -4.3
C 0.553 -0.950 0.445 -0.7 -0.1 -4.7
H 0.929 0.635 -0.908 -0.5 0.6 -0.1
H 0.781 -0.595 1.383 0.1 0.8 2.3
H -0.079 -0.643 -1.465 -0.7 -0.6 -1.5
H 1.489 -1.201 -0.045 0.5 -1.0 0.6
H -0.991 1.578 0.383 0.3 2.4 0.7
H -1.540 0.075 0.594 -1.5 -2.1 2.4
```
Forces are in eV/Å.

***

The calculation returns the following energy relative to the best compared isomer or geometry (same formula, charge and spin) values, one per record and in order: 73.6, 164.9, 330.6, 184.5, 289.3, 415.1, 343.4, 539.4 kJ/mol.
The calculation returns the following DFT total energy values, one per record and in order: -322.99491, -322.81608, -720.94532, -796.61540, -796.57549, -890.18268, -589.11539, -589.04076 a.u..